This record from the OMol25 dataset describes 13 unconnected molecules or ions with the total composition C45H61F2I2N15O6S at a distorted geometry. The level of theory is ωB97M-V/def2-TZVPD.

Geometry as ORCA input:
```
! wB97M-V def2-TZVPD RIJCOSX def2/J DEFGRID3
* xyz 0 1
I 5.015 -3.091 2.571
I 4.667 -1.426 -1.327
S 5.342 4.061 1.601
F -0.494 4.226 2.569
F -0.989 6.022 -1.750
O -0.943 6.187 1.236
O 1.193 5.006 -1.935
O -1.840 -1.319 0.531
O 0.795 -2.386 -0.589
O -5.290 3.489 2.047
O -2.281 1.472 -0.981
N 0.806 -8.644 2.023
N -0.289 4.120 -0.066
N -0.958 -0.646 -0.222
N -7.159 -6.409 5.958
N -3.891 0.288 2.119
N -3.274 0.161 -4.897
N -3.972 -8.744 3.067
N -0.262 11.441 -1.403
N 6.481 3.200 -10.200
N 4.406 2.431 -4.862
N 0.433 -6.596 -3.745
N 1.621 -5.502 3.061
N 4.630 9.133 0.541
N -4.787 -4.097 -1.906
N -1.759 -3.304 -5.166
C -0.225 -8.127 1.869
C -4.305 0.678 -5.051
C 5.009 2.288 1.105
C -4.537 1.319 3.060
C 3.410 1.990 0.713
C 3.294 -2.166 1.487
C 4.029 10.040 0.127
C -3.881 -8.325 4.148
C 3.428 -6.739 1.595
C -3.215 -2.136 -2.699
C 2.006 -4.635 -4.538
C -7.453 -7.535 5.933
C 2.330 3.252 0.514
C 6.501 3.287 -9.040
C 1.347 0.208 0.065
C -2.053 -4.430 -5.190
C -3.867 3.779 4.092
C -5.609 1.332 -5.246
C 2.070 3.602 -5.210
C 0.471 -1.132 -0.274
C 0.730 3.016 0.110
C -1.646 -1.104 1.971
C 6.488 2.807 4.038
C -2.453 0.188 2.595
C 2.927 0.401 0.503
C -0.568 4.878 1.212
C 3.269 11.187 -0.396
C -1.530 -7.473 1.674
C 3.925 -0.878 0.705
C -1.218 0.815 -0.510
C -0.409 8.854 -0.920
C -7.824 -8.959 5.902
C 3.375 2.948 -5.015
C 0.025 5.029 -1.234
C -4.093 -3.231 -2.256
C -3.764 -7.794 5.517
C -2.424 -5.854 -5.222
C 6.527 3.397 -7.572
C 6.274 4.204 3.214
C 1.128 -5.731 -4.095
C -0.327 10.300 -1.190
C 2.419 -6.048 2.414
C 0.262 1.464 -0.122
C 2.191 -1.829 2.646
C -4.114 2.869 2.724
H 2.530 -2.364 3.658
H 0.052 8.267 -1.720
H 5.639 4.922 3.926
H -3.350 -8.538 6.206
H 2.641 4.392 0.642
H 5.411 1.472 1.841
H 2.919 -5.014 -5.009
H 3.457 -6.347 0.572
H -0.535 -1.012 2.322
H -8.882 -9.107 6.145
H -1.807 1.146 2.292
H -6.174 1.395 -4.309
H 7.385 2.236 3.506
H 2.182 4.624 -5.589
H -4.654 4.670 4.188
H 1.505 3.665 -4.274
H -5.497 2.354 -5.625
H 1.447 3.058 -5.927
H 5.594 2.114 0.079
H -3.711 -1.490 -3.431
H 4.918 -0.581 1.298
H 7.405 2.902 -7.145
H 2.953 -3.021 0.728
H 0.101 8.588 0.012
H 3.226 -7.813 1.524
H -5.702 1.238 2.919
H -2.371 0.090 3.779
H -2.255 -6.295 -6.210
H -2.907 -1.500 -1.862
H -3.110 -6.917 5.556
H -4.738 -7.490 5.917
H -3.482 -6.002 -4.979
H 2.573 10.885 -1.186
H -7.242 -9.545 6.621
H -2.153 -8.017 0.957
H 6.652 2.974 5.185
H 2.678 11.672 0.388
H -6.232 0.788 -5.963
H 3.930 11.950 -0.822
H 4.434 -6.626 2.012
H -7.655 -9.400 4.914
H -2.078 -2.076 2.511
H -2.095 -7.410 2.611
H -2.301 -2.515 -3.170
H 6.553 4.442 -7.245
H -3.829 0.721 1.159
H 7.293 4.743 3.009
H -4.266 1.128 4.191
H 5.538 2.118 3.920
H 5.643 2.938 -7.117
H 2.313 -3.999 -3.701
H 1.509 -3.989 -5.270
H -5.149 3.531 1.054
H -3.160 2.988 2.055
H -1.842 -6.440 -4.502
H 1.170 -2.371 2.352
H 2.062 -0.698 2.912
H -1.418 -6.451 1.295
H -3.983 3.147 5.085
H -1.447 8.518 -0.828
H -2.806 4.273 4.119
*
```

Output
- relative energy (zero: lowest compared OMol25 entry of this formula, charge and spin) (kcal/mol) = 381.5
- E_HOMO (eV) = -9.32
- frontier orbital gap (eV) = 7.0
- E (eV) = -114737.252